Here is an isolated molecule of C7H15ClNOP at a distorted geometry from the Open Molecules 2025 dataset. Energies are from ωB97M-V/def2-TZVPD.

Summary:
Maximum force = 12.3 eV/A
2S+1 = 3
LUMO (spin up / spin down) = 0.771 / -2.320 eV
<S²> = 2.006
Kohn-Sham gap (spin up / spin down) = 5.9 / 7.0 eV

Each line ends with the Löwdin charge.
Positions of all 26 atoms, in Å:
C 4.1947 0.8550 -0.8698  -0.02
C 3.0461 1.1484 -0.3288  -0.27
C -2.5882 1.4600 0.6488  -0.09
C -1.7204 -2.4338 -0.2275  -0.09
C 1.7492 0.6947 -0.9189  -0.22
C -1.6214 0.4252 1.2568  -0.27
C -1.3583 -0.9672 -0.6960  -0.28
N -0.6944 -0.1214 0.2819  -0.29
O 1.2625 0.3866 1.9096  -0.35
P 0.9382 -0.1726 0.5746  0.30
Cl 1.5917 -2.0530 0.3268  0.43
H 5.1212 1.2159 -0.2944  0.10
H 4.3178 0.4891 -1.8883  0.06
H 2.9003 1.5975 0.5839  0.07
H -3.1569 1.0422 -0.1698  0.05
H -3.2823 1.6860 1.4407  0.06
H -2.1913 2.5053 0.4212  0.10
H -2.4574 -2.4727 0.5214  0.04
H -2.0357 -2.9516 -1.2763  0.13
H -0.7740 -2.8050 0.1111  -0.02
H 1.8403 0.0352 -1.7249  0.06
H 1.1938 1.5455 -1.0586  0.06
H -1.0331 0.8778 2.1336  0.12
H -2.2648 -0.3525 1.8202  0.13
H -0.7289 -1.1946 -1.5785  0.11
H -2.2487 -0.4399 -0.9987  0.08